[1]
Molecular formula: C2H9N2S2
Method: DFT, ωB97M-V/def2-TZVPD

Output
- Molecular weight: 125.24 Da
- Net charge: +1
- Energy above the lowest of the compared OMol25 structures with the same formula, charge and spin: 93.3 kcal/mol
- HOMO-LUMO gap: 7.434 eV

The geometry in XYZ format:
```
15
Properties=species:S:1:pos:R:3:lowdin_charge:R:1
C -0.243 0.052 -1.845 -0.6275
C -0.146 -0.555 0.845 -0.5383
N -1.514 0.140 -1.571 0.1103
N 1.184 -1.070 1.683 0.0571
S 0.833 1.275 -2.003 0.9669
S -0.343 1.244 1.212 0.6182
H 0.166 -0.876 -1.988 0.0586
H -0.954 -0.951 1.469 -0.0019
H -2.218 -0.606 -1.453 0.1736
H -1.818 1.028 -1.425 0.0578
H 1.902 -0.551 1.322 0.0647
H 1.032 -2.119 1.529 0.1751
H 1.146 -0.833 2.685 0.1324
H 0.043 2.177 -1.405 -0.0931
H 0.929 1.643 0.944 -0.1539
```

=====

[2]
Molecular formula: CH2ClNOS
Method: DFT, ωB97M-V/def2-TZVPD

Output
- Molecular weight: 111.55 Da
- Structure (SMILES): O=C(Cl)NS
- Energy above the lowest of the compared OMol25 structures with the same formula, charge and spin: 19.1 kcal/mol
- HOMO-LUMO gap: 10.407 eV

The geometry in XYZ format:
```
7
Properties=species:S:1:pos:R:3:lowdin_charge:R:1
O 0.379 0.624 -1.821 0.0832
C -0.261 0.671 -0.851 -0.8377
Cl -1.772 1.566 -0.525 0.6395
N -0.229 -0.335 0.424 -0.3968
S 1.450 -0.633 0.997 0.7119
H -0.969 0.038 0.984 -0.0212
H 1.402 -1.930 0.792 -0.1789
```

=====

[3]
Molecular formula: C16H43NO5
Method: DFT, ωB97M-V/def2-TZVPD

Output
- Molecular weight: 329.52 Da
- Net charge: -1
- 2S+1: 2
- HOMO-LUMO gap (alpha / beta): 1.482 / 9.287 eV

The geometry in XYZ format:
```
65
Properties=species:S:1:pos:R:3:lowdin_charge:R:1
C 4.079 -3.215 1.781 -0.0948
C 2.647 -3.781 1.792 -0.5231
C 2.580 -4.968 2.782 -0.1569
O 1.648 -2.880 2.240 -0.2113
H 4.047 -2.170 1.473 0.0498
H 4.714 -3.812 1.127 0.0667
H 4.609 -3.125 2.729 0.0696
H 2.373 -4.101 0.787 0.1072
H 3.410 -5.667 2.687 0.0627
H 1.596 -5.384 2.567 0.0290
H 2.511 -4.608 3.809 0.0663
H 0.917 -3.428 2.533 0.0016
C 4.161 1.185 2.836 -0.0731
C 2.786 0.508 2.550 -0.3868
C 1.979 0.592 3.936 -0.0706
O 2.100 1.305 1.510 -0.0918
H 5.000 0.920 2.192 0.0593
H 4.502 1.000 3.855 0.0610
H 4.107 2.268 2.726 0.0709
H 2.766 -0.526 2.205 0.0880
H 1.887 1.643 4.211 0.0671
H 2.529 0.097 4.737 0.0567
H 0.977 0.165 3.914 0.0485
H 1.279 0.850 1.309 0.0271
C -4.117 0.805 3.089 -0.0661
C -3.632 0.845 4.548 -0.5254
C -2.368 1.622 4.770 -0.0706
O -4.774 1.420 5.133 -0.0715
H -3.261 0.718 2.420 0.0630
H -4.557 1.755 2.785 0.0774
H -4.814 0.026 2.779 0.0715
H -3.411 -0.146 4.943 0.1191
H -1.669 1.015 4.195 0.0750
H -2.052 1.818 5.795 0.0746
H -2.477 2.619 4.342 0.0808
H -4.804 1.169 6.059 0.0811
C 0.791 -1.437 -0.924 -0.0722
C -0.353 -0.528 -0.364 -0.5159
C -1.754 -1.081 -0.705 -0.0839
O -0.165 -0.493 0.967 -0.0799
H 0.673 -2.478 -0.624 0.0607
H 1.675 -0.980 -0.480 0.0667
H 0.982 -1.392 -1.996 0.0592
H -0.349 0.484 -0.771 0.1272
H -2.196 -0.590 -1.572 0.0512
H -2.481 -0.780 0.049 0.0595
H -1.737 -2.171 -0.731 0.0565
H 0.223 -1.296 1.322 0.0671
C -0.788 1.193 -4.191 -0.0757
C -0.936 2.272 -5.205 -0.4400
C -1.370 1.868 -6.686 -0.1623
O -1.550 2.975 -7.634 -0.2186
C -1.697 2.449 -8.979 -0.1114
N -1.970 3.197 -4.824 0.0258
H -0.181 1.514 -3.345 0.0792
H -0.167 0.450 -4.691 0.0720
H -1.684 0.705 -3.807 0.0766
H -0.054 2.912 -5.220 0.1368
H -2.350 1.394 -6.741 0.1208
H -0.601 1.245 -7.143 0.1104
H -0.699 2.271 -9.380 0.0754
H -2.033 3.191 -9.703 0.0801
H -2.232 1.502 -9.056 0.0820
H -2.715 3.049 -5.489 0.0564
H -1.551 4.025 -5.221 0.0643
```

=====

[4]
Molecular formula: C21H33AlAsBCl4F6LiMgO9Rb
Method: DFT, ωB97M-V/def2-TZVPD

Output
- Molecular weight: 914.72 Da
- Net charge: +2
- HOMO-LUMO gap: 1.105 eV

The geometry in XYZ format:
```
79
Properties=species:S:1:pos:R:3:lowdin_charge:R:1
C 0.735 1.886 2.390 -0.0859
O 0.496 3.257 2.718 -0.2294
C 0.835 4.151 1.607 -0.1295
B -0.491 4.676 0.807 -0.5339
C -1.554 3.469 0.452 -0.2872
C -1.181 2.708 -0.876 -0.1622
C -1.285 1.127 -0.797 -0.1797
C -1.132 0.621 -2.296 -0.1825
C -0.432 -0.773 -2.462 -0.3872
C -0.052 -1.058 -3.976 -0.1774
C 1.426 -0.648 -4.365 -0.2161
C 1.509 0.901 -4.639 -0.1480
C 2.523 1.670 -3.737 -0.1234
C 2.619 1.152 -2.273 -0.2308
O 3.731 0.243 -2.237 -0.2000
C 3.826 -0.400 -0.966 -0.0902
H 1.008 1.697 1.332 0.1064
H 1.493 1.444 3.071 0.1340
H -0.264 1.312 2.555 0.0157
H 1.590 3.702 0.914 0.1192
H 1.350 5.033 2.053 0.1387
H -0.100 5.166 -0.221 0.1124
H -1.033 5.573 1.446 -0.0401
H -1.696 2.750 1.332 0.0027
H -2.521 4.015 0.277 -0.0533
H -0.178 2.989 -1.268 0.1205
H -1.913 3.042 -1.647 0.1396
H -2.314 0.848 -0.464 0.1186
H -0.507 0.679 -0.142 0.0895
H -2.152 0.522 -2.735 0.1391
H -0.639 1.442 -2.852 0.1013
H -1.224 -1.570 -2.170 -0.0215
H 0.444 -0.946 -1.733 0.0088
H -0.112 -2.177 -4.118 0.0967
H -0.796 -0.647 -4.692 0.1421
H 2.202 -1.044 -3.666 0.1072
H 1.622 -1.142 -5.375 0.0813
H 0.476 1.301 -4.617 0.1036
H 1.854 1.038 -5.691 0.1343
H 3.545 1.723 -4.164 0.1376
H 2.175 2.730 -3.677 0.1226
H 2.878 1.957 -1.538 0.1312
H 1.677 0.682 -1.897 0.0891
H 4.908 -0.536 -0.750 0.1134
H 3.415 -1.439 -1.088 0.0822
H 3.312 0.137 -0.143 0.0837
Rb -0.358 -2.779 -0.853 1.0937
F 0.368 1.213 5.658 -0.3229
As 1.162 2.508 6.611 0.8011
F 2.211 1.310 7.343 -0.3000
F -0.019 2.271 7.892 -0.2656
F 1.928 3.788 7.529 -0.2417
F 0.076 3.687 5.833 -0.3035
F 2.323 2.733 5.295 -0.2749
Li 2.113 -2.848 -5.044 0.8377
C 3.028 -1.560 9.807 -2.0398
Cl 2.710 -2.577 11.224 0.5188
Cl 3.272 -2.594 8.384 0.4911
Cl 1.650 -0.486 9.525 0.5453
Cl 4.484 -0.593 10.088 0.5288
C 4.003 -1.222 -8.033 -0.8327
O 4.328 -1.649 -6.878 -0.1026
O 4.495 0.031 -8.301 0.0590
O 3.318 -1.770 -8.903 0.0298
H 4.954 0.133 -7.446 0.0943
Mg -1.688 2.005 3.029 1.2689
C -5.807 -4.636 0.038 0.1772
C -4.608 -5.216 0.430 -0.3710
C -4.755 -6.571 1.090 -0.3134
O -3.825 -7.261 1.434 0.1728
C -6.115 -7.072 1.331 0.2700
C -7.320 -6.480 0.947 -0.3143
C -7.164 -5.173 0.191 -0.3287
O -8.084 -4.554 -0.281 0.1694
O -8.442 -6.911 1.157 0.2195
O -3.471 -4.752 0.293 0.0551
H -5.788 -3.669 -0.453 0.1392
H -6.138 -8.016 1.870 0.1651
Al -2.915 5.447 1.514 1.0809
```

=====

Which formula does entry 4 have? C21H33AlAsBCl4F6LiMgO9Rb

=====

The lowest molecular weight belongs to which entry? CH2ClNOS

=====

The highest molecular weight belongs to which entry? C21H33AlAsBCl4F6LiMgO9Rb

=====

The lowest molecular weight belongs to which entry? CH2ClNOS